1.
ORCA calculation (ωB97M-V with the def2-TZVPD basis set) on C22H26ClFN2O3 in the gas phase.

Geometry as ORCA input:
```
! RIJCOSX wB97M-V def2-TZVPD def2/J DEFGRID3
* xyz 0 1
C -4.201 -2.855 -2.664
O -5.028 -1.884 -2.058
C -6.089 -2.403 -1.302
C -5.649 -3.123 -0.013
N -4.747 -2.311 0.765
C -3.413 -2.566 0.793
O -2.931 -3.575 0.314
C -2.591 -1.527 1.478
C -3.079 -0.749 2.527
C -2.254 0.190 3.111
C -0.954 0.380 2.669
C -0.452 -0.404 1.634
O 0.806 -0.347 1.130
C 1.730 0.621 1.601
C 1.475 1.992 0.971
C 2.582 2.968 1.393
N 3.925 2.517 1.108
C 4.483 2.848 -0.188
C 3.918 2.126 -1.391
C 2.823 2.632 -2.084
C 2.278 1.952 -3.158
C 2.826 0.747 -3.571
Cl 2.160 -0.113 -4.910
C 3.932 0.250 -2.892
F 4.498 -0.906 -3.282
C 4.476 0.927 -1.817
C 4.169 1.186 1.616
C 3.124 0.141 1.202
C -1.285 -1.360 1.051
H -4.797 -3.569 -3.243
H -3.539 -2.309 -3.333
H -3.599 -3.397 -1.928
H -6.695 -3.099 -1.904
H -6.701 -1.533 -1.046
H -6.538 -3.366 0.577
H -5.112 -4.044 -0.249
H -5.065 -1.386 1.007
H -4.079 -0.895 2.906
H -2.622 0.793 3.928
H -0.348 1.132 3.149
H 1.680 0.692 2.698
H 1.462 1.870 -0.113
H 0.504 2.383 1.281
H 2.428 3.938 0.917
H 2.519 3.113 2.480
H 4.349 3.926 -0.323
H 5.557 2.648 -0.127
H 2.391 3.575 -1.784
H 1.426 2.351 -3.685
H 5.338 0.506 -1.323
H 5.163 0.867 1.301
H 4.170 1.258 2.711
H 3.338 -0.811 1.689
H 3.137 -0.017 0.124
H -0.899 -1.978 0.255
*
```

Values from the calculation:
structure (SMILES)	COCCNC(=O)c1cccc(OC2CCN(Cc3ccc(Cl)c(F)c3)CC2)c1
relative energy (zero: lowest compared OMol25 entry of this formula, charge and spin)	0.260	eV
HOMO-LUMO gap	0.33779	Ha
largest force on an atom	0.48	eV/Å
highest occupied orbital energy	-0.3129	hartree

Results of the Mulliken charge analysis, in e, for atoms 1 through 4: -0.600, -0.345, -0.443, -0.866

=====

2.
ORCA calculation (ωB97M-V with the def2-TZVPD basis set) on 13 unconnected molecules or ions with the total composition C39H60F6O39.

Geometry as ORCA input:
```
! RIJCOSX wB97M-V def2-TZVPD def2/J DEFGRID3
* xyz 0 1
C 1.946 1.453 6.437
C 2.943 0.999 7.401
O 3.706 0.008 6.718
C 2.937 -0.396 5.705
O 3.219 -1.258 4.877
O 1.871 0.313 5.613
F 2.360 0.402 8.450
H 2.455 2.149 5.769
H 1.035 1.845 6.888
H 3.692 1.669 7.825
C -7.424 -5.820 2.105
C -7.822 -4.430 1.883
O -8.935 -4.460 1.010
C -8.805 -5.592 0.309
O -9.327 -5.797 -0.819
O -7.911 -6.412 0.932
F -6.819 -3.733 1.319
H -7.835 -6.180 3.049
H -6.335 -5.862 2.102
H -7.966 -3.963 2.857
C 2.893 6.141 -0.835
C 3.122 6.202 0.657
O 4.051 7.206 0.749
C 4.086 7.928 -0.310
O 4.574 9.063 -0.405
O 3.497 7.297 -1.294
F 3.541 4.991 1.099
H 1.849 6.117 -1.147
H 3.272 5.232 -1.303
H 2.255 6.566 1.209
C -9.153 3.485 0.587
C -9.556 3.780 -0.797
O -8.359 4.168 -1.322
C -7.319 3.610 -0.611
O -6.131 3.549 -0.930
O -7.813 3.278 0.590
F -10.417 4.750 -0.884
H -9.831 2.798 1.093
H -9.157 4.497 0.994
H -9.982 2.946 -1.355
C -5.569 1.654 9.516
C -4.917 1.715 8.222
O -3.503 1.779 8.452
C -3.279 2.064 9.779
O -2.206 2.210 10.356
O -4.545 2.190 10.367
F -5.294 2.771 7.520
H -5.773 0.603 9.719
H -6.486 2.241 9.469
H -5.085 0.871 7.553
C 9.151 6.656 -5.784
C 9.986 5.469 -5.836
O 9.233 4.462 -5.124
C 8.228 5.014 -4.495
O 7.511 4.395 -3.702
O 8.068 6.309 -4.890
F 11.150 5.862 -5.286
H 8.704 6.745 -6.774
H 9.615 7.594 -5.477
H 10.097 5.141 -6.870
C -1.143 7.144 7.937
O -0.922 6.610 6.642
C -1.809 6.766 5.618
O -2.967 7.206 5.705
O -1.300 6.304 4.490
C -1.963 6.531 3.260
H -0.287 7.055 8.606
H -2.082 6.775 8.349
H -1.263 8.187 7.645
H -1.928 7.601 3.052
H -2.980 6.158 3.381
H -1.561 5.963 2.421
C -10.422 -2.336 -4.949
O -8.983 -2.279 -5.057
C -8.192 -1.687 -4.216
O -8.533 -1.131 -3.188
O -6.877 -1.946 -4.635
C -5.795 -1.548 -3.799
H -10.766 -3.036 -4.187
H -10.964 -2.594 -5.859
H -10.878 -1.432 -4.545
H -5.149 -1.101 -4.555
H -5.433 -2.473 -3.351
H -6.088 -0.771 -3.092
C 4.237 -6.137 0.459
O 5.100 -6.955 -0.248
C 5.393 -8.163 0.237
O 4.802 -8.802 1.135
O 6.464 -8.605 -0.422
C 6.894 -9.957 -0.337
H 3.210 -6.492 0.543
H 4.280 -5.179 -0.060
H 4.672 -5.992 1.448
H 6.062 -10.655 -0.428
H 7.487 -9.946 0.578
H 7.423 -10.124 -1.275
C 9.261 -4.066 -10.968
O 8.410 -3.729 -9.885
C 8.819 -3.806 -8.609
O 9.792 -4.416 -8.201
O 7.736 -3.352 -7.878
C 7.905 -3.257 -6.440
H 9.747 -5.014 -10.741
H 10.143 -3.438 -11.095
H 8.793 -4.078 -11.953
H 7.055 -2.620 -6.196
H 8.885 -2.872 -6.157
H 7.775 -4.284 -6.097
C 3.856 2.412 -7.840
O 2.438 2.604 -7.707
C 1.941 3.068 -6.499
O 2.556 3.558 -5.546
O 0.634 2.942 -6.506
C -0.116 3.397 -5.365
H 4.390 3.358 -7.747
H 4.015 2.089 -8.869
H 4.187 1.694 -7.090
H 0.288 4.323 -4.955
H -0.003 2.667 -4.563
H -1.167 3.615 -5.553
C -1.499 -10.106 5.088
O -1.073 -9.092 4.169
C -1.752 -7.885 4.023
O -2.846 -7.643 4.514
O -0.893 -7.027 3.554
C -1.169 -5.626 3.482
H -2.538 -10.406 4.953
H -1.412 -9.893 6.153
H -0.944 -11.034 4.943
H -1.703 -5.284 4.368
H -1.660 -5.250 2.584
H -0.330 -4.931 3.496
C 2.307 0.336 -1.354
O 1.252 -0.143 -0.625
C 0.417 0.704 0.043
O 0.445 1.938 -0.096
O -0.403 -0.070 0.755
C -1.500 0.437 1.538
H 2.893 1.131 -0.893
H 2.098 0.540 -2.404
H 3.070 -0.440 -1.297
H -1.614 1.521 1.522
H -1.301 0.180 2.578
H -2.418 0.010 1.135
*
```

Values from the calculation:
relative energy (zero: lowest compared OMol25 entry of this formula, charge and spin)	5.632	eV
HOMO-LUMO gap	0.38165	Ha
largest force on an atom	6.10	eV/Å
highest occupied orbital energy	-0.3863	hartree

Results of the Mulliken charge analysis, in e, for atoms 1 through 4: -0.358, 0.239, -0.318, 0.666

=====

3.
ORCA calculation (ωB97M-V with the def2-TZVPD basis set) on a molecular structure, C29H41BFN6ORhS5.

Geometry as ORCA input:
```
! RIJCOSX wB97M-V def2-TZVPD def2/J DEFGRID3
* xyz 0 1
Rh -0.735 -0.729 -1.067
C -4.869 -2.829 1.535
C -3.743 -3.421 0.692
C -3.965 -3.149 -0.797
C -3.682 -4.937 0.880
N -2.451 -2.832 1.168
C -1.559 -3.501 1.986
C -0.507 -2.685 2.196
N -0.746 -1.496 1.541
B 0.427 -0.400 1.561
N 1.745 -1.178 1.240
C 2.857 -1.111 2.063
C 3.869 -1.727 1.434
N 3.400 -2.172 0.203
C 2.106 -1.803 0.095
S 1.120 -2.088 -1.301
C 4.311 -2.737 -0.845
C 5.557 -3.299 -0.156
C 4.691 -1.593 -1.782
C 3.667 -3.888 -1.621
N -0.385 2.216 0.145
C -1.356 2.548 1.086
C -1.466 3.874 1.056
N -0.561 4.392 0.126
C 0.128 3.369 -0.458
S 1.279 3.323 -1.660
C -0.527 5.867 -0.100
C -1.878 6.276 -0.693
C -0.307 6.532 1.262
C 0.583 6.332 -1.034
C -1.957 -1.591 0.942
S -2.735 -0.265 0.117
H -5.826 -3.250 1.225
H -4.911 -1.747 1.406
H -4.717 -3.051 2.593
H -4.814 -3.750 -1.124
H -3.091 -3.451 -1.378
H -4.180 -2.108 -1.006
H -4.572 -5.370 0.428
H -3.683 -5.231 1.930
H -2.807 -5.361 0.386
H -1.738 -4.492 2.352
H 0.385 -2.831 2.778
H -0.532 0.862 3.086
H 2.813 -0.606 3.008
H 4.877 -1.879 1.760
H 6.193 -2.521 0.263
H 6.149 -3.826 -0.902
H 5.288 -4.007 0.630
H 5.175 -0.787 -1.229
H 3.801 -1.193 -2.271
H 5.377 -1.953 -2.549
H 3.240 -4.630 -0.944
H 4.447 -4.373 -2.207
H 2.897 -3.549 -2.304
H -1.858 1.816 1.684
H -2.114 4.506 1.632
H -2.706 6.030 -0.027
H -2.038 5.771 -1.646
H -1.891 7.352 -0.866
H -1.107 6.318 1.969
H -0.264 7.613 1.128
H 0.635 6.196 1.696
H 0.462 5.945 -2.041
H 1.565 6.037 -0.673
H 0.532 7.422 -1.066
C 0.616 0.124 5.246
O 0.706 -0.493 3.979
C 0.469 0.439 2.898
S 1.685 1.764 2.701
S 0.497 0.789 -0.019
H 0.830 -0.638 5.994
H -0.393 0.522 5.413
H 1.333 0.945 5.328
F -1.092 1.265 -6.782
C -0.947 0.838 -5.509
C -1.288 1.688 -4.475
C -1.144 1.235 -3.173
C -0.658 -0.042 -2.908
C -0.304 -0.864 -3.971
C -0.458 -0.431 -5.284
H -1.654 2.683 -4.693
H -1.409 1.892 -2.354
H 0.107 -1.852 -3.803
H -0.194 -1.063 -6.121
*
```

Values from the calculation:
relative energy (zero: lowest compared OMol25 entry of this formula, charge and spin)	3.558	eV
HOMO-LUMO gap (alpha / beta)	0.18970 / 0.18972	Ha
largest force on an atom	0.65	eV/Å
highest occupied orbital energy (alpha / beta)	-0.2267 / -0.2267	hartree

Results of the Mulliken charge analysis, in e, for atoms 1 through 4: -0.885, -1.547, 1.199, -1.630

=====

4.
ORCA calculation (ωB97M-V with the def2-TZVPD basis set) on 2 unconnected molecules or ions with the total composition C15H5Cl4F3NO2.

Geometry as ORCA input:
```
! RIJCOSX wB97M-V def2-TZVPD def2/J DEFGRID3
* xyz -1 1
Cl -2.394 2.983 1.363
C -1.106 2.500 0.324
C 0.189 2.889 0.637
Cl 0.653 3.187 2.251
C 1.197 3.177 -0.377
O 2.270 3.712 -0.120
C 0.819 2.873 -1.852
O 1.575 3.182 -2.765
C -0.517 2.312 -2.063
Cl -0.931 2.011 -3.683
C -1.430 2.144 -1.034
Cl -2.980 1.508 -1.360
F 1.731 -5.114 -0.033
C 2.325 -3.943 0.353
F 3.193 -4.252 1.362
F 3.068 -3.488 -0.707
C 1.324 -2.906 0.768
C 1.712 -1.913 1.672
C 0.829 -0.887 1.949
C -0.450 -0.847 1.337
C -1.336 0.220 1.627
C -2.693 0.027 1.436
N -3.855 -0.142 1.363
C -0.842 -1.921 0.482
C 0.060 -2.933 0.189
H 2.686 -1.954 2.143
H 1.097 -0.107 2.661
H -0.968 0.956 2.345
H -1.858 -1.947 0.062
H -0.227 -3.743 -0.487
*
```

Values from the calculation:
relative energy (zero: lowest compared OMol25 entry of this formula, charge and spin)	0.000	eV
HOMO-LUMO gap	0.16436	Ha
largest force on an atom	2.72	eV/Å
highest occupied orbital energy	-0.1431	hartree

Results of the Mulliken charge analysis, in e, for atoms 1 through 4: -0.050, -0.297, 0.608, -0.191

=====

5.
ORCA calculation (ωB97M-V with the def2-TZVPD basis set) on a gas-phase ion, C3H5N2 (charge +1).

Geometry as ORCA input:
```
! RIJCOSX wB97M-V def2-TZVPD def2/J DEFGRID3
* xyz 1 1
C 0.453 -0.475 0.021
C 0.237 -1.727 -0.577
C 0.489 1.285 0.657
N 1.489 0.336 0.642
N -0.487 0.500 -0.032
H -0.789 -2.031 -0.932
H 0.789 -2.523 -0.294
H 0.213 1.370 1.790
H 0.879 2.400 0.398
H -1.539 0.538 -0.165
*
```

Values from the calculation:
relative energy (zero: lowest compared OMol25 entry of this formula, charge and spin)	6.218	eV
HOMO-LUMO gap (alpha / beta)	0.30704 / 0.29233	Ha
largest force on an atom	6.12	eV/Å
highest occupied orbital energy (alpha / beta)	-0.5936 / -0.5749	hartree

Results of the Mulliken charge analysis, in e, for atoms 1 through 4: 0.676, -0.629, -0.104, -0.296

=====

6.
ORCA calculation (ωB97M-V with the def2-TZVPD basis set) on C18H20N2S in the gas phase.

Geometry as ORCA input:
```
! RIJCOSX wB97M-V def2-TZVPD def2/J DEFGRID3
* xyz 0 1
C -3.791 -2.244 2.850
C -2.554 -1.376 2.521
C -1.292 -2.202 2.376
S -1.035 -3.818 3.057
C 0.657 -3.782 2.521
C 1.012 -2.614 1.881
C -0.156 -1.729 1.745
N -0.092 -0.475 1.141
C 0.025 0.747 2.029
C -0.610 1.865 1.240
C 0.094 2.055 -0.076
C 0.030 0.813 -0.915
C 0.699 1.092 -2.230
C -0.094 1.288 -3.397
C 0.511 1.641 -4.595
C 1.919 1.830 -4.627
C 2.689 1.627 -3.532
C 4.128 1.833 -3.612
N 5.281 1.966 -3.663
C 2.087 1.255 -2.357
C 0.585 -0.443 -0.166
H -3.680 -2.602 3.861
H -3.947 -3.099 2.144
H -4.704 -1.615 2.767
H -2.424 -0.654 3.325
H -2.725 -0.802 1.600
H 1.356 -4.612 2.725
H 2.007 -2.378 1.532
H -0.488 0.627 2.981
H 1.054 0.968 2.242
H -1.685 1.675 1.072
H -0.577 2.773 1.817
H 1.126 2.342 0.119
H -0.373 2.928 -0.579
H -1.049 0.610 -1.128
H -1.167 1.127 -3.348
H -0.008 1.891 -5.532
H 2.387 2.137 -5.555
H 2.781 1.129 -1.529
H 0.338 -1.303 -0.743
H 1.684 -0.472 0.041
*
```

Values from the calculation:
structure (SMILES)	CCc1sccc1N1CCC[C@@H](c2cccc(C#N)c2)C1
relative energy (zero: lowest compared OMol25 entry of this formula, charge and spin)	0.898	eV
HOMO-LUMO gap	0.31270	Ha
largest force on an atom	2.56	eV/Å
highest occupied orbital energy	-0.2937	hartree

Results of the Mulliken charge analysis, in e, for atoms 1 through 4: -1.534, 0.184, 0.442, -0.179